A cluster of 2 separate species, C2H2OS in total. Source: OMol25; level of theory: ωB97M-V with the def2-TZVPD basis set.

Atoms and positions in Å:
C: -0.369 0.672 0.567
C: 0.153 -0.072 -0.210
S: 3.004 0.258 -0.059
H: -0.796 1.328 1.391
H: 0.642 -0.814 -0.903
O: 3.569 -1.051 -0.241

Output
Maximum force in eV Å⁻¹: 2.87
Energy above the lowest of the compared OMol25 structures with the same formula, charge and spin in kcal/mol: 73.3
E_tot in eV: -14984.533
SMILES: C#C.O=S
LUMO (alpha / beta) in eV: -1.2 / -1.2
Frontier orbital gap (alpha / beta) in eV: 7.632 / 7.610